# 1
C3H10N4O as an isolated structure in a non-equilibrium geometry. Source: the Open Molecules 2025 dataset; level of theory: ωB97M-V with the def2-TZVPD basis set.

Summary:
HOMO-LUMO gap (alpha / beta), eV: 7.85 / 7.85

```
! wB97M-V def2-TZVPD RIJCOSX def2/J DEFGRID3
* xyz 0 1
N -0.22678 -0.97281 -0.52658
H -0.10918 1.74127 -1.85481
H -2.65530 0.06529 1.25418
H 2.37135 1.81388 -0.11591
H -1.03150 1.65455 0.32563
N -1.06184 -1.88228 1.44640
H 2.30110 1.33268 -1.82088
C 0.42227 1.62716 -0.90833
C -1.11046 -0.84945 0.54276
N 1.04467 -1.42649 -0.40704
H -0.64240 -2.74765 1.14389
C 1.79567 1.27551 -0.86265
O -0.16000 2.13118 0.19645
H -0.21632 0.00880 -1.03044
H 1.76715 -0.12422 -0.57967
H -1.81125 -1.94691 2.11601
H 1.22853 -1.86390 0.50365
N -1.90570 0.16340 0.57734
*
```

# 2
A 2-piece molecular cluster, C3H10N4O overall in a non-equilibrium geometry. Source: the Open Molecules 2025 dataset; level of theory: ωB97M-V with the def2-TZVPD basis set.

Summary:
HOMO-LUMO gap, eV: 10.87

```
! wB97M-V def2-TZVPD RIJCOSX def2/J DEFGRID3
* xyz 2 1
H -3.24995 -2.13036 0.40760
N -3.51650 -1.24955 -0.09173
N -1.10194 1.30602 0.52561
N -2.81840 -0.18670 0.55288
C -1.87244 0.46961 -0.14939
H -2.95107 0.04294 1.55742
H 3.88945 -2.47876 -0.52704
O -1.69083 0.28228 -1.40693
C 3.96344 -1.56159 0.09962
H 4.23846 -1.86940 1.11841
C 2.90305 -0.68351 -0.13354
H -4.60618 -1.04310 -0.26332
H -0.98845 2.20740 -0.07694
H -2.04060 -0.50259 -1.73871
H 4.76103 -0.87468 -0.24772
N 1.99398 0.02926 -0.36924
H -1.43314 1.41039 1.42641
H 1.52786 0.86849 -0.58236
*
```

# 3
An isolated molecule of C3H10N4O2 in a non-equilibrium geometry. Source: the Open Molecules 2025 dataset; level of theory: ωB97M-V with the def2-TZVPD basis set.

Summary:
SMILES: CN/N=C(/NO)N(C)O
HOMO-LUMO gap, eV: 8.50

```
! wB97M-V def2-TZVPD RIJCOSX def2/J DEFGRID3
* xyz 0 1
O -1.85715 1.07799 0.23673
N -1.87158 -1.06330 -0.64975
H 0.23303 2.74819 0.02141
N 0.51584 -1.29275 -0.87658
N -0.55653 0.81412 0.06607
H -1.67489 -1.92971 -1.04101
H 1.45311 1.38574 -0.47288
H 0.10422 1.94377 -1.83259
C -0.56747 -0.54028 -0.51536
C 1.81653 -0.63207 1.03370
H 2.57311 -1.24948 -0.77898
C 0.34016 1.77132 -0.69959
H 1.29819 0.22883 1.15784
H 1.29926 -1.31469 1.77785
O -2.66343 -1.17223 0.39982
H -1.76913 1.10438 1.16238
N 1.72172 -0.75823 -0.43500
H 2.87963 -0.60208 1.20356
H -3.27461 -0.51953 0.24241
*
```

# 4
An isolated ion of composition C3H10N5 and charge +1 in a non-equilibrium geometry. Source: the Open Molecules 2025 dataset; level of theory: ωB97M-V with the def2-TZVPD basis set.

Summary:
HOMO-LUMO gap (alpha / beta), eV: 6.46 / 6.45

```
! wB97M-V def2-TZVPD RIJCOSX def2/J DEFGRID3
* xyz 1 1
H -1.12153 2.34068 0.44110
H 0.92004 2.77245 -0.23858
C 1.94293 -1.55916 -0.09045
H 0.22610 -0.58866 -1.09646
C -2.59490 0.55494 0.33504
H -3.51968 -0.10970 -0.08354
N 2.52201 1.06248 0.62872
H -2.45442 0.03421 1.37243
N -1.26912 0.41216 -0.18203
H 2.98465 -1.35864 -0.15115
N 1.47519 0.73656 0.08752
H 1.81335 -1.84435 0.95516
H 2.50448 1.97524 0.94755
H 1.57760 -2.34404 -0.71826
H -2.98002 1.58239 0.58679
N 0.54226 1.76997 -0.37703
N -0.66914 1.50320 -0.04822
C 1.07086 -0.46976 -0.41724
*
```

# 5
A 2-piece molecular cluster, C3H10N6O3 overall in a non-equilibrium geometry. Source: the Open Molecules 2025 dataset; level of theory: ωB97M-V with the def2-TZVPD basis set.

Summary:
HOMO-LUMO gap (alpha / beta), eV: 6.49 / 8.51

```
! wB97M-V def2-TZVPD RIJCOSX def2/J DEFGRID3
* xyz 0 1
H -0.25610 3.05003 2.38446
H -2.29316 -0.20851 -2.74293
H 2.74557 -1.32948 -0.09472
C 0.24493 0.21003 1.26118
N 2.66697 -0.30901 -0.16549
N 0.37470 2.50933 1.86366
H 1.94315 1.06223 -1.23225
H 0.84721 2.01390 2.53277
H -0.46308 1.82976 0.07267
H 0.63423 -2.19320 1.35443
H -3.61715 -0.90279 -1.90059
N -0.22568 1.52945 1.04674
H 3.22083 0.34686 0.49307
C -0.24335 -0.73028 0.30053
H -1.51186 -2.43449 -1.27097
O -0.12430 -2.07980 0.65784
N -1.74364 -1.47898 -1.32304
N 1.85121 0.04397 -1.11318
O 1.03309 -0.08316 2.15544
C -1.12577 -0.43390 -0.76054
O -1.25837 0.72819 -1.13844
N -2.69942 -1.14015 -2.38065
*
```

# 6
A 2-piece molecular cluster, C3H10N6O3P overall in a non-equilibrium geometry. Source: the Open Molecules 2025 dataset; level of theory: ωB97M-V with the def2-TZVPD basis set.

Summary:
HOMO-LUMO gap, eV: 9.54

```
! wB97M-V def2-TZVPD RIJCOSX def2/J DEFGRID3
* xyz -1 1
N -0.85758 1.87013 0.84195
C 1.26594 -1.29026 -0.28438
P 0.62942 -1.33388 1.43950
C -0.79081 -1.09160 -1.35407
H -0.43523 -2.99055 1.01678
H 2.36003 -1.44577 -0.29050
N -1.36390 0.06367 -1.78379
O 1.78599 -1.13545 2.35138
O 0.32008 -2.89462 1.59278
N 0.61689 -1.11441 -1.36851
N -1.43747 -2.18814 -1.06302
O -0.67379 -0.59152 1.56849
H -0.97637 1.02398 1.25111
N 0.17994 2.56237 -1.05349
H -0.67177 0.78681 -2.07441
H -2.44082 -2.13456 -1.20081
N 1.49267 1.75967 0.81020
H -1.52474 2.11582 0.13510
H 2.03776 1.00659 0.38955
H -2.13333 0.58623 -1.26211
H 1.00596 2.74708 -1.60863
C 0.31808 2.12631 0.13180
H 1.29304 1.56212 1.81509
*
```

# 7
C3H10N7O5ReS as an isolated structure in a non-equilibrium geometry. Source: the Open Molecules 2025 dataset; level of theory: ωB97M-V with the def2-TZVPD basis set.

Summary:
Expectation value of S²: 0.772
HOMO-LUMO gap (alpha / beta), eV: 7.69 / 7.59

```
! wB97M-V def2-TZVPD RIJCOSX def2/J DEFGRID3
* xyz 1 2
H 2.38043 1.38120 0.69291
N -2.15587 -1.35636 -3.59650
Re -0.55176 -0.15492 0.18646
O -0.13439 0.46272 2.07636
N -2.01672 1.74624 2.38435
S 2.32642 -0.97385 1.01943
C -0.86026 1.21712 2.80178
N -0.93521 -0.94261 -3.87378
C -2.21563 -1.19459 -2.29210
N -1.06674 -0.67233 -1.82882
C 3.11904 0.57904 0.69727
O 3.31868 -1.99627 0.95524
N -0.26626 -0.49224 -2.86545
H -0.97868 -1.30865 -5.78358
O 1.66722 -0.85950 2.29144
H 3.84094 0.73996 1.49351
H -0.93852 2.07919 4.65819
H -3.06972 -1.43922 -1.68559
N -0.42785 1.48843 4.02636
H 0.43159 -0.64363 -5.23332
N -0.58246 -0.60153 -5.16979
H -2.56760 2.34161 2.97896
H 0.44150 1.07677 4.32903
H 3.61936 0.53043 -0.26711
O -1.29752 -1.51105 0.70482
H -2.36054 1.55695 1.45839
O 1.28054 -1.05292 -0.15845
*
```

The records above yield relative energy (zero: lowest compared OMol25 entry of this formula, charge and spin) values of 111.6, 1.6, 196.5, 189.3, 64.1, 0.0, 65.2 kcal per mole, respectively.